This record from the Open Molecules 2025 dataset describes a 5-piece molecular cluster, C38H88BrN4O12P2S overall in a non-equilibrium geometry. The level of theory is the ωB97M-V functional and the def2-TZVPD basis.

Computed properties:
* charge: -1

XYZ file:
```
146
Properties=species:S:1:pos:R:3:forces:R:3
C -6.64220 1.93794 -7.03296 0.3 0.1 0.0
C -5.52156 2.31654 -6.41255 -0.4 0.0 -0.2
C -5.30683 2.37374 -4.95039 -0.2 0.6 0.0
P -3.92205 1.26694 -4.12251 -1.2 0.0 -0.9
C -5.27063 -0.12555 -3.85683 0.2 -0.3 0.1
C -4.88919 -1.61525 -3.78448 -0.7 -0.3 0.2
C -5.39985 -2.28717 -2.50937 0.5 -0.3 0.0
O -4.62229 -3.44961 -2.19009 -0.2 -0.1 -0.1
C -4.00934 -3.42475 -0.92979 0.2 0.0 0.2
C -3.40888 0.36111 -5.77403 0.4 0.3 0.7
C -2.40725 -0.77181 -5.84722 0.3 -0.4 -0.9
O -1.10852 -0.30232 -6.31602 -0.4 0.1 0.5
C -0.10695 -1.19433 -6.23842 0.1 -0.1 0.3
O 1.00067 -0.83131 -5.95095 0.4 0.2 -0.2
C -0.37390 -2.65012 -6.52641 -0.1 -0.2 -0.5
C -1.10404 -2.97323 -7.83287 0.1 -0.4 0.2
C -2.69863 2.78238 -4.41002 0.3 -0.9 0.2
C -1.19414 2.99270 -4.45403 -0.1 0.7 0.1
O -0.78414 4.07501 -4.72655 0.2 0.4 -0.2
Br 0.23135 1.71149 -4.11369 -0.3 -0.4 0.0
P -2.47072 0.20167 -2.59738 0.6 0.7 0.8
S -1.95117 1.51098 -1.17299 0.0 0.0 -0.1
H -7.58416 1.82461 -6.51484 0.0 -0.4 0.2
H -6.63549 1.76401 -8.09955 -0.2 0.3 -0.2
H -4.69978 2.62582 -7.05075 0.3 -0.3 0.0
H -5.08571 3.40587 -4.66965 0.3 0.0 0.1
H -6.25369 2.17721 -4.44743 0.0 -0.3 0.1
H -4.33141 1.87910 -2.87441 0.3 -0.1 0.1
H -5.81512 0.15605 -2.95218 0.1 0.1 0.2
H -6.00247 -0.02262 -4.65623 0.0 0.2 -0.2
H -5.37649 -2.14909 -4.60061 0.2 -0.1 -0.3
H -3.83458 -1.87071 -3.83206 0.2 0.3 -0.1
H -5.36389 -1.58631 -1.67668 -0.1 0.1 0.1
H -6.42000 -2.64015 -2.65258 -0.3 0.2 0.1
H -3.77133 -4.44516 -0.63761 0.0 -0.2 -0.1
H -4.66025 -3.00909 -0.15830 -0.1 0.1 0.0
H -3.07603 -2.85661 -0.92980 0.1 0.2 0.0
H -3.04994 1.11904 -6.46600 -0.1 0.1 -0.2
H -4.34433 -0.04978 -6.13926 -0.2 0.2 -0.2
H -2.74762 -1.46320 -6.61165 -0.3 -0.1 0.0
H -2.25737 -1.37393 -4.95710 0.0 0.3 0.3
H 0.60559 -3.10779 -6.57122 0.2 0.0 0.1
H -0.86833 -3.12820 -5.68480 -0.2 0.0 0.1
H -0.88900 -4.01188 -8.07854 0.0 -0.1 -0.1
H -0.74285 -2.37630 -8.66394 -0.1 0.2 -0.1
H -2.18183 -2.91600 -7.74564 -0.1 0.2 -0.2
H -2.99721 3.18311 -5.37757 0.0 0.0 -0.2
H -3.03191 3.52198 -3.68536 0.0 0.1 0.2
H -3.14450 -0.81005 -1.89710 0.0 -0.4 -0.3
H -1.30387 -0.44400 -3.06126 -0.1 -0.4 0.1
C 5.72822 -4.83070 -2.82285 0.0 -0.1 0.0
O 4.76746 -5.46544 -2.00772 0.0 0.1 -0.1
C 4.31811 -4.67850 -0.90597 0.0 -0.1 0.2
C 2.90167 -4.18617 -1.09592 -0.1 0.0 -0.2
N 2.82544 -3.17219 -2.13579 0.0 -0.2 -0.1
C 1.47567 -2.81357 -2.56373 0.1 0.2 0.0
C 0.57710 -3.89753 -3.14458 -0.2 0.1 0.0
O 0.97122 -4.37154 -4.42032 0.1 -0.2 0.1
C 1.98775 -5.34973 -4.43284 -0.1 0.0 -0.1
H 6.15976 -5.59308 -3.47075 0.0 0.0 0.0
H 5.29022 -4.05186 -3.45707 0.0 0.1 0.0
H 6.52804 -4.38459 -2.22330 0.0 0.0 0.0
H 4.98726 -3.83462 -0.71813 -0.1 -0.1 -0.1
H 4.33753 -5.33235 -0.02728 0.0 0.0 0.0
H 2.55602 -3.75044 -0.15298 0.0 0.0 0.0
H 2.27130 -5.06207 -1.31024 0.0 0.0 0.1
H 3.34863 -3.48492 -2.94200 0.0 0.0 0.0
H 1.57346 -2.03289 -3.32205 0.0 0.0 0.0
H 0.95556 -2.36177 -1.71297 0.0 0.0 0.0
H -0.40444 -3.43885 -3.29583 0.0 0.0 0.0
H 0.42132 -4.74044 -2.45877 0.1 0.0 0.0
H 1.92039 -6.02070 -3.57178 0.0 0.0 0.0
H 2.98555 -4.90232 -4.46788 0.0 0.0 0.1
H 1.86260 -5.93811 -5.34325 0.0 0.0 0.0
C -5.18338 7.97047 3.16469 0.0 0.0 -0.1
O -3.90250 7.46214 2.87013 -0.1 0.0 0.0
C -3.46378 6.40853 3.71833 0.2 0.0 0.1
C -3.45827 5.06974 3.01550 -0.2 0.0 -0.2
N -4.80799 4.59521 2.75018 0.0 0.1 0.0
C -4.88847 3.44068 1.85071 -0.1 0.0 0.1
C -4.32816 3.55458 0.43998 -0.1 -0.1 0.0
O -5.06986 4.41331 -0.41324 -0.1 0.1 0.1
C -4.79272 5.78736 -0.28636 -0.1 0.0 -0.1
H -5.29732 8.90186 2.61181 0.0 0.0 0.0
H -5.98424 7.28972 2.85482 0.0 0.0 0.1
H -5.29347 8.18121 4.23356 0.0 0.0 0.0
H -4.06869 6.36855 4.63045 -0.1 0.0 0.0
H -2.43640 6.64694 4.00813 0.0 0.0 0.0
H -2.94745 4.34318 3.65525 0.0 0.0 0.0
H -2.86369 5.18150 2.09938 0.1 0.0 0.1
H -5.35018 5.35030 2.35347 0.0 0.0 -0.1
H -5.94704 3.18282 1.76211 0.0 0.0 0.0
H -4.39589 2.59535 2.34135 0.0 0.0 0.0
H -4.38805 2.56682 -0.01444 0.1 0.0 -0.1
H -3.26675 3.82231 0.42219 0.0 0.1 0.0
H -3.73946 5.97048 -0.05479 0.0 0.0 0.1
H -5.41989 6.26843 0.47414 0.1 0.0 0.1
H -5.02173 6.25819 -1.24357 0.0 0.0 0.0
C 5.31666 1.76205 3.55317 0.0 0.0 0.0
O 6.64948 1.37307 3.27678 -0.1 0.0 0.1
C 7.22124 0.50680 4.24370 0.2 0.1 0.1
C 7.34741 -0.91429 3.74151 -0.2 -0.1 -0.1
N 6.04450 -1.55381 3.61691 0.0 0.1 -0.1
C 6.04400 -2.82434 2.89822 -0.1 0.0 0.2
C 6.52764 -2.85390 1.45338 0.1 -0.1 -0.1
O 5.67471 -2.20818 0.53244 0.1 0.1 0.1
C 5.80202 -0.79905 0.45190 -0.1 0.0 -0.2
H 5.07255 2.60146 2.90554 0.1 0.0 0.0
H 4.60424 0.95546 3.35129 -0.1 0.0 0.1
H 5.20724 2.07346 4.59591 -0.1 0.0 0.0
H 6.65201 0.53569 5.17909 -0.1 0.0 0.0
H 8.22522 0.88812 4.45218 0.0 0.0 0.0
H 7.95335 -1.48649 4.45164 0.0 0.0 0.0
H 7.89449 -0.87653 2.78988 0.1 0.0 0.0
H 5.40812 -0.91944 3.15338 0.0 0.0 0.0
H 5.01615 -3.19569 2.90280 0.0 0.0 0.0
H 6.64204 -3.54059 3.47204 0.0 0.0 0.0
H 6.54524 -3.90412 1.14719 0.0 0.0 0.0
H 7.55523 -2.48346 1.34624 0.0 0.1 0.1
H 6.83545 -0.47664 0.60352 0.0 0.0 0.1
H 5.14931 -0.29076 1.16599 0.1 0.0 0.1
H 5.48300 -0.50416 -0.54677 0.0 0.0 0.0
C 2.95780 -2.39500 6.70569 0.0 0.0 0.1
O 3.37699 -1.67178 7.84742 -0.1 0.0 -0.1
C 4.25638 -0.59199 7.57196 0.2 0.0 0.1
C 3.58531 0.75202 7.75950 -0.2 -0.1 -0.1
N 2.58563 0.99376 6.73099 -0.1 0.0 0.1
C 1.70946 2.13806 6.96679 0.1 -0.1 -0.2
C 0.84607 2.15741 8.22270 0.0 0.2 0.1
O -0.20452 1.21335 8.23754 0.0 -0.1 0.0
C 0.15634 -0.10049 8.61213 -0.1 0.0 0.0
H 2.49490 -3.31515 7.05826 0.0 0.0 0.0
H 2.21808 -1.84561 6.11296 0.0 0.0 -0.1
H 3.80521 -2.64899 6.06252 0.0 0.0 0.0
H 4.67740 -0.68294 6.56483 -0.1 0.0 0.0
H 5.08155 -0.66331 8.28690 0.0 0.0 0.0
H 4.34996 1.53414 7.70411 0.0 0.0 0.0
H 3.16150 0.77153 8.77316 0.1 0.0 0.0
H 2.01232 0.16849 6.62228 0.0 0.0 0.0
H 1.03763 2.20994 6.10873 0.0 0.0 0.0
H 2.32414 3.04444 6.96301 0.0 0.0 0.0
H 0.35780 3.13421 8.25756 0.0 0.0 0.0
H 1.44287 2.07532 9.14063 0.0 -0.1 0.0
H 0.94983 -0.10512 9.36462 0.1 0.0 0.0
H 0.46873 -0.70044 7.75268 0.1 0.0 0.0
H -0.72928 -0.57277 9.03700 0.0 0.0 0.0
```
Positions in Å, forces in eV/Å.

Atom charges from the Mulliken analysis, given in e for atoms 1 to 99: -0.942, -0.052, -1.376, 1.641, -1.792, 0.071, -0.961, -0.408, -0.608, -1.477, 0.009, -0.273, 0.572, -0.595, 0.248, -1.560, -0.969, -0.023, -0.543, -0.125, 0.890, -0.433, 0.288, 0.272, 0.232, 0.574, 0.567, -0.116, 0.594, 0.537, 0.408, -0.188, 0.524, 0.324, 0.291, 0.313, 0.196, 0.558, 0.603, -0.241, 0.016, 0.347, 0.045, 0.449, 0.326, 0.364, 0.425, 0.371, -0.097, -0.218, -0.618, -0.418, -0.418, -0.324, -0.115, -0.927, -0.432, -0.308, -0.715, 0.264, 0.279, 0.249, 0.173, 0.458, 0.353, 0.225, 0.067, 0.386, 0.425, 0.198, 0.373, 0.329, 0.207, 0.316, -0.704, -0.338, -0.818, -0.120, -0.335, -1.026, 0.140, -0.436, -0.588, 0.233, 0.290, 0.331, 0.404, 0.389, 0.358, 0.166, 0.128, 0.412, 0.367, 0.136, 0.210, 0.278, 0.170, 0.317, -0.597

***

This record from the Open Molecules 2025 dataset describes one molecule with the formula C5H8O2. The level of theory is the ωB97M-V functional and the def2-TZVPD basis.

Computed properties:
* energy relative to the best compared isomer or geometry (same formula, charge and spin): 68.7 kcal per mole

XYZ file:
```
15
Properties=species:S:1:pos:R:3:forces:R:3
O 2.22974 -0.38561 1.47560 -0.3 0.0 0.1
C 2.25352 0.14814 0.17240 0.0 0.1 -0.4
C 1.03897 -0.29235 -0.63111 0.2 -0.1 -0.1
O -0.11390 0.21080 0.01381 0.0 0.0 0.1
C -1.33498 -0.30665 -0.47175 -0.1 -0.1 0.2
C -2.42718 0.28253 0.30894 -0.6 0.3 -0.2
C -3.39903 0.85253 0.72999 0.4 -0.3 -0.4
H 1.35438 -0.17587 1.82972 0.1 -0.1 0.1
H 3.16432 -0.22817 -0.30664 -0.2 0.1 0.0
H 2.31147 1.24738 0.18859 -0.1 -0.2 0.0
H 1.01465 -1.39336 -0.65327 -0.1 0.1 -0.1
H 1.08440 0.09891 -1.65757 0.1 -0.1 0.0
H -1.35660 -1.40707 -0.42345 0.1 0.2 0.2
H -1.53186 -0.04634 -1.52672 0.3 0.1 0.2
H -4.28791 1.39512 0.95144 0.1 -0.1 0.3
```
Positions in Å, forces in eV/Å.

For each atom in turn, the Mulliken charge in e is: -0.509, -0.490, -0.435, -0.269, -0.421, -0.550, 0.108, 0.327, 0.345, 0.273, 0.316, 0.317, 0.312, 0.259, 0.418

***

This record from the Open Molecules 2025 dataset describes one molecule with the formula C24H25N3 in a non-equilibrium geometry. The level of theory is the ωB97M-V functional and the def2-TZVPD basis.

XYZ file:
```
52
Properties=species:S:1:pos:R:3:forces:R:3
C -7.39356 -1.32648 1.81597 0.0 -0.1 -0.2
C -7.53045 -1.45830 0.30369 0.0 0.2 0.0
C -7.15821 -0.18037 -0.45020 0.1 -0.1 0.1
C -5.71100 0.27777 -0.26893 -0.2 -0.2 -0.2
H -5.57848 1.22248 -0.80248 0.1 0.0 0.1
H -5.50913 0.47203 0.78559 0.1 0.1 0.0
C -4.68325 -0.72821 -0.80198 -0.1 0.3 0.2
C -3.29999 -0.15675 -0.69489 0.0 -0.1 -0.1
C -2.54114 -0.34767 0.45346 0.0 0.0 0.0
C -1.28535 0.21321 0.57786 0.1 0.1 -0.2
C -0.75706 0.98768 -0.45233 -0.4 -0.2 -0.1
C -1.51513 1.18218 -1.60571 0.1 0.0 0.1
C -2.76843 0.61714 -1.72045 0.0 -0.1 0.1
H -3.34643 0.77444 -2.62030 -0.1 0.0 -0.1
H -1.09906 1.78221 -2.39993 0.0 0.0 -0.1
C 0.55652 1.59542 -0.34782 0.8 0.1 0.7
C 1.48977 1.55911 0.67625 -0.4 0.1 -0.5
N 2.51395 2.31658 0.22895 -0.9 -0.2 0.1
N 2.23871 2.77746 -0.98587 1.1 0.7 -0.2
N 1.08486 2.36137 -1.33584 -0.6 -0.2 -0.3
C 3.77544 2.57710 0.86773 0.5 0.0 0.0
C 4.68797 1.37743 0.76749 0.0 0.0 -0.3
C 4.93496 0.80914 -0.45558 0.0 0.2 0.2
C 5.77279 -0.31624 -0.57786 0.1 -0.1 0.3
C 6.04026 -0.91724 -1.82603 0.1 -0.2 -0.1
C 6.86286 -2.00470 -1.91269 -0.2 0.2 -0.2
C 7.45470 -2.54174 -0.75788 0.1 0.0 0.3
C 7.21363 -1.98333 0.46579 0.1 -0.2 -0.1
C 6.36988 -0.85989 0.59002 -0.1 0.1 -0.2
C 6.09804 -0.25661 1.83510 -0.1 0.1 0.1
C 5.27553 0.83098 1.92253 0.1 -0.1 0.0
H 5.07336 1.28451 2.88273 0.0 0.0 0.1
H 6.55070 -0.67187 2.72414 0.0 0.0 0.1
H 7.66634 -2.39348 1.35742 0.0 -0.1 0.1
H 8.10275 -3.40137 -0.84657 0.0 -0.1 0.0
H 7.06478 -2.46052 -2.87087 0.0 0.0 -0.1
H 5.58121 -0.49968 -2.71046 0.0 0.0 -0.1
H 4.48164 1.22474 -1.34509 -0.1 0.0 -0.1
H 3.60305 2.84404 1.91448 0.0 0.0 -0.2
H 4.21642 3.43207 0.34605 -0.1 -0.1 0.1
H 1.50735 1.08336 1.63350 0.0 -0.1 0.2
H -0.71268 0.04872 1.47894 0.1 0.0 0.1
H -2.93931 -0.94770 1.26019 -0.1 -0.1 0.1
H -4.91393 -0.95465 -1.84531 0.0 -0.1 0.0
H -4.74220 -1.65337 -0.22700 0.0 -0.1 -0.1
H -7.81762 0.62528 -0.11694 -0.1 0.0 -0.1
H -7.34541 -0.33889 -1.51546 0.0 0.1 0.0
H -6.91451 -2.28805 -0.04734 0.0 -0.1 -0.1
H -8.56856 -1.70204 0.06382 0.0 -0.1 0.0
H -7.96362 -0.47278 2.17669 0.0 0.1 0.1
H -7.76845 -2.22143 2.30791 0.0 0.0 0.1
H -6.35451 -1.19311 2.10548 0.1 0.0 0.1
```
Positions in Å, forces in eV/Å.

For each atom in turn, the Mulliken charge in e is: -1.112, -0.344, -0.772, -0.402, 0.345, 0.272, -0.941, 0.699, -0.401, -1.070, 0.355, -0.812, -0.517, 0.383, 0.462, 0.464, -0.137, 0.848, -0.934, -0.292, -1.309, 0.760, -0.299, 0.589, -0.734, -0.527, -0.523, -0.688, 0.887, -0.954, -0.858, 0.348, 0.373, 0.377, 0.386, 0.384, 0.410, 0.512, 0.475, 0.287, 0.417, 0.295, 0.385, 0.380, 0.333, 0.349, 0.328, 0.259, 0.359, 0.294, 0.372, 0.240

***

This record from the Open Molecules 2025 dataset describes an isolated ion of composition C26H36ClN4O4S and charge +1. The level of theory is the ωB97M-V functional and the def2-TZVPD basis.

Computed properties:
* energy relative to the best compared isomer or geometry (same formula, charge and spin): 24.8 kcal per mole
* charge: +1

XYZ file:
```
72
Properties=species:S:1:pos:R:3:forces:R:3
C 6.11007 1.04063 -2.60778 -0.2 0.0 0.2
H 7.08222 1.15118 -2.13550 0.1 0.0 0.0
H 6.03287 0.03406 -3.01236 0.0 -0.1 -0.1
H 6.04822 1.74705 -3.43081 0.0 0.0 -0.1
C 4.98385 1.31625 -1.60987 0.2 0.1 -0.3
N 4.89602 0.39610 -0.48276 0.2 0.1 0.0
C 4.45269 -0.94312 -0.84586 -0.2 0.0 0.2
H 5.25370 -1.68375 -0.74993 0.0 0.0 -0.1
C 3.26098 -1.36334 0.04115 0.1 -0.4 -0.1
N 2.46967 -0.18244 0.28489 0.0 0.1 -0.1
C 1.15837 -0.13634 0.40808 0.2 0.1 0.1
O 0.44362 -1.15783 0.39564 0.0 -0.2 0.1
C 0.53616 1.20199 0.55496 -0.2 0.2 0.0
C -0.55037 1.34079 1.41582 0.1 0.0 -0.1
C -1.28781 2.50465 1.42666 0.3 0.2 0.0
C -0.96540 3.53365 0.54092 0.4 -0.4 0.2
C 0.19775 3.44925 -0.22137 -0.2 0.1 0.1
C 0.94276 2.28647 -0.21599 0.0 -0.2 0.2
H 1.80374 2.20336 -0.86083 0.1 0.0 -0.1
H 0.47913 4.27278 -0.85939 0.0 0.1 -0.1
N -1.85290 4.59857 0.36081 0.4 0.5 0.1
C -3.18860 4.50362 0.09837 -0.2 -0.1 -0.1
O -3.88472 5.48490 -0.00145 -0.2 0.1 0.0
C -3.76321 3.12378 -0.08899 -0.4 -0.2 -0.2
C -3.08311 2.08041 -0.70794 0.0 0.2 0.0
C -3.68399 0.84195 -0.84372 0.4 -0.6 -0.4
C -5.00967 0.64286 -0.46993 -0.2 0.2 0.1
C -5.70986 1.70139 0.10170 0.1 -0.4 -0.1
C -5.08574 2.91823 0.30322 0.3 0.1 -0.1
H -5.62628 3.74192 0.74558 -0.1 0.1 0.0
H -6.74217 1.56232 0.38061 -0.1 -0.1 0.0
Cl -5.79540 -0.85510 -0.74141 -0.5 -0.1 0.1
S -2.67760 -0.41588 -1.63738 0.3 0.3 0.2
O -1.48127 0.17707 -2.13193 0.1 0.2 0.2
O -3.45028 -1.26263 -2.47259 -0.2 -0.2 0.1
N -2.02560 -1.50131 -0.28594 0.2 0.8 -0.5
H -1.02613 -1.15345 -0.00269 -0.4 0.2 -0.2
C -1.73820 -2.82603 -0.89218 -0.1 -0.7 -0.5
C -2.82896 -3.87802 -0.73237 0.2 -0.1 0.2
H -3.81540 -3.43361 -0.85743 -0.1 0.0 -0.1
C -2.72370 -4.64062 0.58895 -0.3 0.1 0.0
H -1.69291 -4.97743 0.71628 0.1 -0.1 0.0
H -3.34989 -5.53125 0.52858 0.1 -0.1 0.0
C -3.15099 -3.84296 1.81747 0.3 -0.1 -0.1
H -4.22683 -3.66034 1.77835 -0.1 0.0 0.0
H -2.95758 -4.44864 2.70360 -0.1 0.0 0.0
C -2.43082 -2.50465 1.97162 -0.2 -0.1 -0.1
H -1.34960 -2.63999 1.93266 0.1 0.0 0.1
H -2.67658 -2.09629 2.95275 0.1 0.1 0.0
C -2.87015 -1.48850 0.91345 -0.4 0.0 0.8
H -2.82511 -0.47353 1.31712 0.0 -0.1 -0.1
H -3.90271 -1.69639 0.62954 0.1 0.1 0.0
H -2.70229 -4.59345 -1.54586 0.0 0.1 -0.1
H -1.55360 -2.63322 -1.95102 0.1 -0.1 0.1
H -0.80829 -3.19373 -0.45169 0.0 0.2 0.0
H -2.09607 2.19436 -1.12400 0.1 0.1 0.1
H -1.47524 5.53616 0.28952 -0.1 -0.1 0.0
H -2.13489 2.61563 2.08566 -0.1 0.0 0.1
H -0.80177 0.52774 2.08075 -0.1 -0.1 0.1
H 3.06228 0.64834 0.30175 -0.2 0.0 0.1
H 3.60716 -1.76791 0.99619 -0.1 0.0 -0.1
H 2.64692 -2.11874 -0.45213 0.1 0.0 0.1
H 4.11957 -0.94195 -1.88565 0.1 0.0 0.0
C 6.07221 0.42716 0.37785 0.0 0.0 0.3
C 5.77576 -0.07878 1.78517 0.2 0.1 -0.2
H 4.90506 0.42437 2.19898 -0.1 0.0 0.1
H 5.60460 -1.15154 1.79429 0.0 -0.1 0.1
H 6.62865 0.12768 2.42605 0.1 0.0 0.1
H 6.39617 1.46824 0.44264 0.0 0.0 -0.1
H 6.90037 -0.16033 -0.04552 0.0 0.1 0.0
H 4.02360 1.28543 -2.13513 0.0 0.1 0.0
H 5.10752 2.32271 -1.19818 -0.1 0.0 -0.1
```
Positions in Å, forces in eV/Å.

For each atom in turn, the Mulliken charge in e is: -1.217, 0.312, 0.304, 0.424, -0.777, 0.299, -0.803, 0.370, -0.935, 0.165, 0.478, -0.891, 0.423, -0.267, -0.179, -0.512, -0.661, -0.695, 0.379, 0.464, -0.082, -0.119, -0.600, 0.013, 0.006, -0.531, 0.674, -0.733, -0.753, 0.514, 0.498, -0.123, 1.475, -0.665, -0.573, 0.987, -0.407, -0.661, -0.668, 0.248, -0.650, 0.285, 0.381, -0.937, 0.329, 0.412, -0.939, 0.238, 0.450, -0.503, 0.482, 0.403, 0.376, 0.651, 0.400, 0.864, 0.297, 0.548, 0.738, 0.215, 0.212, 0.390, 0.476, -0.654, -1.319, 0.283, 0.296, 0.427, 0.483, 0.371, 0.336, 0.478

***

Number 1: E_tot -170810.772 eV, lowest unoccupied orbital energy 1.927 eV, E_HOMO -4.364 eV. Number 2: E_tot -9406.854 eV, lowest unoccupied orbital energy 0.916 eV, E_HOMO -10.123 eV. Number 3: E_tot -29764.231 eV, lowest unoccupied orbital energy 0.375 eV, E_HOMO -8.170 eV. Number 4: E_tot -65049.229 eV, lowest unoccupied orbital energy -3.129 eV, E_HOMO -11.252 eV.